Record 1
Below is 35 unconnected molecules or ions with the total composition H70O35, with properties calculated with ωB97M-V/def2-TZVPD.

Values from the calculation:
**Gap between HOMO and LUMO**: 10.522 eV
**Total charge**: 0
**Maximum force**: 3.38 eV Å⁻¹

Each line ends with the Löwdin charge.
Element x y z (Å)
O  4.26602  -0.32478  1.41044  -0.07
O  -3.13373  0.91705  1.76204  -0.09
O  -3.44698  5.34514  0.65845  -0.05
O  -3.46891  -2.63083  -3.61362  -0.07
O  -2.81607  1.78293  -1.57207  -0.08
O  -0.23292  0.00932  0.73600  -0.05
O  -1.65365  -0.06712  -3.46785  -0.09
O  0.27936  4.16446  2.46616  -0.05
O  -2.69475  -5.77085  -1.36695  -0.09
O  -4.35677  -0.61550  -1.83468  -0.06
O  -0.25464  -4.01610  -1.85701  -0.06
O  3.50851  4.26022  1.67862  -0.06
O  -2.50281  4.12998  3.17096  -0.07
O  -4.47979  -3.62301  -0.92464  -0.04
O  -1.57512  -2.95844  3.08293  -0.04
O  1.04607  -1.62688  -1.03966  -0.05
O  -2.11715  -5.50401  2.30097  -0.06
O  1.53578  0.60161  -2.92093  -0.06
O  0.33241  -4.34224  0.78046  -0.06
O  4.28863  1.37986  4.00753  -0.08
O  -0.54703  -0.82918  4.77885  -0.06
O  2.42793  -3.53108  2.41071  -0.08
O  -4.42284  4.18629  -1.78928  -0.06
O  1.92698  -4.82732  -3.31280  -0.03
O  5.28484  2.20067  -3.18636  -0.03
O  -2.92861  -1.81963  0.89467  -0.07
O  0.28110  4.15654  -2.31327  -0.08
O  3.23542  3.73040  -1.86992  -0.04
O  -1.99706  1.60118  4.05385  -0.08
O  3.66515  -2.58431  -0.16893  -0.07
O  1.85698  -0.74700  2.82344  -0.10
O  -0.21899  2.39139  -4.19672  -0.12
O  -0.36229  2.83786  0.03292  -0.08
O  5.78884  2.88934  0.26568  -0.04
O  4.29457  0.12727  -1.55640  -0.05
H  -0.09177  0.94855  0.52395  0.03
H  -1.04132  -1.59863  4.46604  0.01
H  0.19080  3.19983  -0.76206  0.08
H  -3.51442  1.05135  -1.58610  0.04
H  0.46482  -1.20389  -0.42531  -0.01
H  -2.00812  -5.25161  -1.83314  0.01
H  -3.94294  4.54795  -0.99112  0.03
H  2.42575  4.05661  -2.24897  0.01
H  1.36283  -0.07357  -2.26892  0.00
H  5.28954  3.23940  0.99506  -0.01
H  -3.31292  2.57649  -1.75498  -0.01
H  -3.18429  -1.80806  -4.03745  0.04
H  4.48512  0.29419  0.69446  0.03
H  -3.11660  -0.86219  0.96268  0.01
H  -0.92558  -3.13876  2.38585  0.04
H  0.71867  3.62328  3.12590  0.05
H  0.39369  -1.05104  4.75539  0.04
H  -3.95638  -1.42349  -2.26420  0.03
H  -0.27469  1.99108  -5.08412  0.07
H  -2.07471  0.80614  -3.46540  0.02
H  2.89416  3.13018  -1.17555  0.06
H  -1.34549  -0.06237  -2.49532  0.08
H  5.11330  2.07742  -4.09694  0.03
H  4.54023  1.02341  3.13351  0.01
H  -2.24342  -4.56349  2.55619  0.01
H  3.14670  4.14218  2.55961  0.03
H  -5.13354  3.78147  -1.33865  0.02
H  0.50751  -2.22622  -1.60666  0.05
H  2.73675  -3.67276  3.34368  0.09
H  2.48570  0.85723  -2.81020  0.05
H  4.58611  2.78566  -2.90054  -0.01
H  2.56461  -4.94049  -2.60053  0.06
H  2.75245  4.70159  1.21268  0.06
H  0.97224  -0.65876  2.37075  0.04
H  5.27951  3.02321  -0.53506  0.00
H  -1.20993  -0.06478  0.77759  0.04
H  4.70867  -1.09260  0.99064  0.05
H  -0.12451  3.59547  -3.01473  0.01
H  4.30810  -0.84916  -1.62910  0.05
H  -2.62382  1.20923  2.54609  -0.01
H  4.90511  0.39262  -2.23978  0.01
H  -2.56932  -3.02026  -3.42740  0.08
H  2.33167  -2.55671  2.33295  0.02
H  -0.11419  3.60850  1.77780  0.01
H  3.33519  -3.16251  0.53915  0.02
H  3.96932  0.64190  4.54618  0.03
H  -4.15067  -4.51770  -0.65714  0.05
H  -2.54511  3.23265  3.51866  -0.01
H  -2.42080  1.00823  4.70183  0.09
H  1.00918  -4.48426  1.42228  0.00
H  -3.58098  -2.06574  0.20532  0.03
H  -3.36654  1.80627  1.33182  0.09
H  -1.23378  2.64742  -0.28715  0.00
H  -1.06855  1.19164  4.06379  0.10
H  -0.30444  -5.02659  1.17090  0.08
H  -2.72431  -6.08838  2.71833  0.02
H  -3.24606  4.89637  1.51092  0.02
H  2.82113  -2.25245  -0.52908  0.01
H  -2.34198  -6.71673  -1.35107  0.09
H  2.56042  -0.36591  2.22884  0.03
H  -5.24344  -0.51269  -2.15621  0.05
H  0.32183  1.59564  -3.75604  0.07
H  2.23859  -4.04753  -3.78320  0.06
H  -2.21564  -2.56132  2.50703  0.01
H  -1.54012  4.22211  3.26964  0.02
H  -0.34176  4.89314  -2.13421  0.09
H  -3.12377  6.23789  0.67895  0.04
H  0.56758  -4.19920  -2.26678  -0.03
H  -4.33723  -3.56729  -1.83268  -0.04
H  -0.20257  -4.24245  -0.90230  0.02


Record 2
Below is 8 unconnected molecules or ions with the total composition C16H48O16, with properties calculated with ωB97M-V/def2-TZVPD.

Values from the calculation:
**Gap between HOMO and LUMO (spin up / spin down)**: 9.310 / 2.181 eV
**2S+1**: 2
**Total charge**: +1
**Maximum force**: 3.91 eV Å⁻¹

Each line ends with the Mulliken spin population.
Element x y z (Å)
O  1.35637  1.64238  -0.77176  0.00
O  -3.79810  4.74682  -2.53863  0.05
O  -1.78686  -3.64682  -2.55082  0.00
O  -1.10166  2.77954  -1.00135  0.38
O  5.42307  2.83668  -0.64998  0.00
O  2.04902  -1.73609  4.72966  0.00
O  -0.22205  -1.67955  -0.80906  0.00
O  0.28992  -1.15346  2.23685  0.00
O  2.38569  2.57274  2.74122  0.00
O  -3.06766  -1.95451  -0.24840  0.00
O  7.53310  4.79252  0.30539  0.00
O  -6.40504  2.74758  -1.58586  0.00
O  0.70752  -5.24107  -1.68181  0.00
O  3.72495  0.23027  4.03997  0.00
O  -2.69998  -4.90802  -0.18892  0.00
O  -3.94111  -0.16835  -2.06726  0.29
C  -3.09232  4.11828  -1.57058  0.01
C  -5.67922  1.73816  -2.35002  0.00
C  2.01220  2.06464  4.04834  0.00
C  0.31193  -2.32068  3.04998  0.00
C  1.74947  -2.40267  3.49064  0.00
C  3.08004  1.28246  4.73214  0.00
C  -1.85177  3.30863  -2.16256  0.02
C  -0.15603  -0.25721  -1.10061  0.00
C  -0.83137  -4.20035  -3.39870  0.00
C  0.01106  -5.42509  -2.88547  0.00
C  -2.85486  -4.03255  0.94136  0.00
C  7.73354  3.46499  -0.17987  0.00
C  0.92499  0.39060  -0.21122  0.00
C  -3.70697  -2.80632  0.62081  0.00
C  -4.99248  0.72090  -1.49344  0.00
C  6.67588  3.05264  -1.29518  0.00
H  -2.13242  -4.52286  -0.86058  0.00
H  1.82646  -3.46113  3.73933  0.00
H  0.45607  -4.41339  -1.26550  0.00
H  2.20047  1.88084  -0.38158  0.00
H  -4.69444  4.95584  -2.26569  0.00
H  -3.61485  -0.76622  -1.39071  0.00
H  6.68525  3.93729  -1.93189  0.00
H  -4.88600  2.26187  -2.88354  0.01
H  -2.02723  2.59686  -2.96922  0.05
H  -0.59192  -0.77463  2.25788  0.00
H  2.48116  -0.89998  4.54049  0.00
H  2.45640  -2.42233  2.66119  0.00
H  8.12620  4.99477  1.03267  0.00
H  0.04552  -0.29210  -2.17124  0.01
H  4.01830  0.59994  3.20397  0.00
H  4.80783  2.56270  -1.33409  0.00
H  -0.34622  -2.24694  3.91573  0.00
H  -0.57346  -6.34177  -2.96364  0.00
H  -1.83487  -3.84776  1.27835  0.00
H  1.83615  2.97835  4.61601  0.00
H  0.49028  0.82249  0.69022  0.00
H  1.13470  1.42934  3.92801  0.00
H  -3.62542  3.45611  -0.88836  0.02
H  -6.24488  1.34892  -3.19654  0.00
H  0.83259  -5.60014  -3.58014  0.00
H  -3.24509  -4.58817  1.79407  0.00
H  -0.09975  -3.11868  2.43207  0.00
H  -4.52150  1.24350  -0.66088  0.04
H  2.68809  1.03229  5.71798  0.00
H  -1.30928  -4.63614  -4.27609  0.00
H  -2.18766  -1.78958  0.09802  0.00
H  3.86832  2.00154  4.95495  0.00
H  0.67064  -2.02962  -0.85558  0.00
H  -4.07650  -2.24584  1.47953  0.00
H  -1.15182  0.18599  -1.09100  0.01
H  -0.27136  2.38224  -1.27403  0.00
H  1.58539  2.82825  2.27666  0.00
H  -2.66752  4.86312  -0.89763  0.03
H  7.79973  2.75364  0.64335  0.00
H  -7.18594  2.25920  -1.31518  0.00
H  -5.74099  0.06091  -1.05498  0.03
H  1.81693  -0.21405  -0.04712  0.00
H  -1.09484  3.99762  -2.53733  0.07
H  -4.52907  -3.21393  0.03249  0.00
H  6.92196  2.22187  -1.95652  0.00
H  -0.32002  -3.37314  -3.89099  0.00
H  8.75243  3.55882  -0.55557  0.00
H  -2.30909  -2.97298  -2.99221  0.00


Record 3
Below is a molecular structure, C11H21FN4O5Si2, with properties calculated with ωB97M-V/def2-TZVPD.

Values from the calculation:
**Gap between HOMO and LUMO**: 9.104 eV
**Total charge**: 0
**Maximum force**: 1.35 eV Å⁻¹

Each line ends with the natural charge from an NBO analysis.
Element x y z (Å)
Si  -1.93048  -0.02906  -1.11023  1.96
Si  0.54353  1.31803  -1.65974  1.59
F  -1.21029  -1.06686  -0.13790  -0.66
O  4.20465  -6.44815  2.04474  -0.38
O  3.63304  1.74860  -0.39059  -0.46
O  -1.01543  1.33513  -1.05653  -1.24
O  2.43809  1.53064  0.34931  -0.29
O  2.07346  -6.53293  2.30142  -0.38
N  -3.84876  1.80714  -2.40935  -0.87
N  -3.53627  2.78749  -0.23875  -0.87
N  3.11374  -5.92918  2.14891  0.52
N  -5.64090  1.70302  -0.84231  -0.83
C  4.14828  -2.36287  1.83743  -0.21
C  0.51487  4.00241  -1.01787  -0.32
C  2.92824  -1.71809  1.98846  -0.18
C  -4.16613  1.69489  -0.96851  0.41
C  1.82238  -3.83826  2.22890  -0.21
C  1.76725  -2.45526  2.18120  -0.21
C  1.69175  0.53089  -0.34537  -0.53
C  4.21352  -3.74562  1.88649  -0.21
C  3.04759  -4.46032  2.08407  0.08
C  1.02701  3.11020  -1.88082  -0.69
C  -3.64292  0.35397  -0.47709  -0.94
H  2.88325  -0.63693  1.95349  0.23
H  0.92471  -4.41906  2.37643  0.25
H  -4.33393  -0.43040  -0.75753  0.27
H  -5.95511  2.57370  -1.26317  0.34
H  0.81615  -1.95295  2.29349  0.22
H  -3.21372  2.59135  -2.50199  0.38
H  1.69852  3.43562  -2.66232  0.22
H  -3.63772  0.37329  0.61494  0.23
H  0.71744  5.06215  -1.07475  0.19
H  2.38300  -0.16906  -0.80322  0.22
H  -4.16027  3.56233  -0.09380  0.36
H  0.59632  0.58154  -2.94019  -0.21
H  5.15791  -4.25546  1.77201  0.25
H  3.54031  2.66609  -0.67692  0.47
H  -0.15463  3.69078  -0.23118  0.20
H  -1.98814  -0.62254  -2.44881  -0.24
H  1.11566  0.00762  0.40716  0.22
H  -5.84554  1.81904  0.14387  0.35
H  -4.68142  2.07013  -2.92167  0.36
H  5.04989  -1.78719  1.68230  0.22
H  -3.08887  2.50418  0.61603  0.37


Record 4
Below is a molecular structure, C28H49BrNNiP3, with properties calculated with ωB97M-V/def2-TZVPD.

Values from the calculation:
**Gap between HOMO and LUMO (spin up / spin down)**: 5.919 / 4.694 eV
**2S+1**: 3
**Total charge**: +2
**Maximum force**: 2.72 eV Å⁻¹

Each line ends with the Mulliken spin population.
Element x y z (Å)
Br  -0.55877  -2.61611  -2.19894  0.03
Ni  -0.12423  -1.04305  -0.47474  0.76
P  1.12266  0.81248  -0.54739  0.07
P  -1.60610  -0.12434  0.84551  0.02
P  -2.08696  -0.15796  -2.94268  0.38
N  3.05533  2.50496  6.20936  0.05
C  2.12229  -2.60170  2.51506  0.08
C  3.18995  -0.34934  -2.17224  0.00
C  -2.99074  1.01073  0.37968  0.03
C  2.28089  0.65582  0.91051  0.00
C  2.65147  -1.85227  3.60714  -0.05
C  -0.97462  -0.41181  -4.44782  0.06
C  1.84573  1.99311  6.48486  -0.02
C  0.06976  -3.01774  1.33151  0.06
C  2.28888  0.85847  -1.98265  0.00
C  -2.91224  1.43338  -3.31764  0.06
C  -3.85877  1.37791  -4.50379  0.05
C  2.86663  -2.66906  1.29763  -0.03
C  0.76011  -3.01972  2.54542  -0.01
C  2.56284  1.88364  1.77993  0.00
C  1.43447  0.75858  5.99729  0.04
C  -3.52004  -1.36591  -2.63337  0.07
C  -0.11732  3.17027  -1.79897  0.01
C  3.97006  1.73266  5.61724  -0.02
C  -1.43987  -1.26866  -5.61620  0.03
C  -2.56153  -1.40867  1.69594  0.02
C  -0.91436  0.79828  2.27893  0.00
C  3.65132  0.48473  5.07263  0.04
C  0.78498  -2.37545  0.32273  0.02
C  -4.17498  -2.12265  -3.78128  0.03
C  2.33032  -0.01646  5.22203  0.00
C  1.88977  -1.21090  4.54046  0.13
C  2.14094  -2.57811  0.11719  0.04
C  0.67952  2.62343  -0.60995  0.01
H  -3.07978  -2.10928  -1.94145  0.00
H  -1.91999  -1.99303  2.35655  0.00
H  -2.61291  1.91862  -0.11113  0.00
H  -3.52253  1.30348  1.30231  0.00
H  1.65182  1.00727  -2.86699  0.00
H  2.57222  2.81262  1.19941  0.00
H  -0.89601  -3.47589  1.16398  0.00
H  -1.95141  -0.68315  -6.39347  0.00
H  3.96100  -2.68459  1.32390  0.00
H  2.61359  -1.24897  -2.41429  0.00
H  -1.18252  2.90471  -1.74739  0.00
H  -3.49235  -2.86503  -4.22321  0.00
H  -0.55772  1.79081  1.98089  0.00
H  1.88161  -0.15942  1.53587  0.01
H  -2.07208  -2.11618  -5.31189  0.00
H  1.83744  1.97865  2.60334  0.00
H  -0.05848  4.27012  -1.79470  0.00
H  -0.07727  -0.89190  -4.01148  0.00
H  -0.53810  -1.69475  -6.08398  0.00
H  1.64849  3.15032  -0.58171  0.00
H  -4.28386  -0.80049  -2.06971  0.00
H  -1.70511  0.94782  3.02835  0.00
H  -4.15320  2.40613  -4.74561  0.00
H  -3.38991  0.93756  -5.38715  0.00
H  2.53265  -2.71112  -0.89004  0.01
H  0.26377  -3.27882  3.47676  0.01
H  -0.08456  0.25748  2.74348  0.00
H  0.85110  -1.53196  4.70886  0.00
H  -3.69591  0.50121  -0.29227  -0.01
H  3.55211  1.77659  2.24756  0.00
H  5.00277  2.09700  5.57705  0.00
H  0.15472  2.87584  0.32044  0.00
H  -0.69961  0.59972  -4.80001  0.00
H  -2.99335  -2.08390  0.95530  0.00
H  -3.44681  1.73878  -2.40302  0.00
H  0.27987  2.83781  -2.76546  0.00
H  -4.58647  -1.46303  -4.56234  0.00
H  3.74469  -1.76342  3.66635  0.00
H  2.89651  1.76854  -1.84635  0.01
H  -5.01260  -2.70124  -3.35634  0.00
H  3.80548  -0.55308  -1.29035  0.00
H  3.22074  0.26318  0.49451  0.00
H  -2.11364  2.17008  -3.50632  0.00
H  0.42728  0.38045  6.24060  0.00
H  1.19722  2.60564  7.13681  0.00
H  4.43912  -0.08132  4.57798  0.00
H  -3.36678  -0.96100  2.28082  0.00
H  3.87239  -0.16310  -3.01001  0.00
H  -4.77100  0.82571  -4.25784  0.00